Entry 1:
Entry from the OMol25 dataset: a cluster of 3 separate species, C35H80BBr2N2O12P3 in total (ωB97M-V/def2-TZVPD).

Cartesian coordinates (Å):
C1 -1.01998 5.00595 -6.61987
C2 0.31993 5.16446 -5.88859
C3 1.50596 5.26689 -6.86142
C4 2.72996 6.00371 -6.29519
C5 3.59796 5.16399 -5.35019
C6 4.01609 3.80333 -5.96225
C7 5.52530 3.50623 -5.71825
C8 5.67717 2.07393 -5.14143
C9 7.11499 1.87016 -4.63040
N1 7.20032 0.87687 -3.53514
O1 2.79090 4.92506 -4.20505
C10 3.55438 4.79770 -3.03640
C11 2.62878 4.93187 -1.81830
O2 1.53581 4.06286 -1.98976
C12 1.91957 2.72202 -2.25621
C13 0.90528 1.72640 -1.69096
C14 -0.47914 2.05644 -2.25347
C15 1.37848 0.33460 -2.18955
C16 1.25661 -0.80401 -1.14780
C17 0.03407 -0.69597 -0.21955
C18 2.55616 -1.01185 -0.33109
O3 3.22204 4.54187 -0.57656
C19 4.49740 5.03747 -0.27716
P1 5.83174 3.78932 -0.74297
N2 5.40949 2.27186 -0.69909
C20 4.48441 5.49423 1.20499
Br1 5.76421 6.97986 1.37414
C21 4.65922 4.46318 2.32532
C22 6.10141 4.02895 2.66844
Br2 3.56038 2.86843 2.08723
B1 1.96212 6.41464 -1.82567
C23 2.63276 7.70441 -1.21254
O4 0.74174 6.55971 -2.45119
H1 -1.15125 3.98834 -6.99577
H2 -1.86090 5.20188 -5.95180
H3 -1.10803 5.69426 -7.46446
H4 0.25307 6.03194 -5.23220
H5 0.45226 4.25825 -5.29460
H6 1.73741 4.26517 -7.22721
H7 1.16068 5.84344 -7.72714
H8 3.31704 6.39782 -7.12888
H9 2.35655 6.86698 -5.73547
H10 4.49324 5.76163 -5.14185
H11 3.44454 3.04270 -5.42560
H12 3.73807 3.73327 -7.01162
H13 5.92748 4.18495 -4.96377
H14 6.04375 3.59854 -6.67255
H15 5.44462 1.40010 -5.96894
H16 4.94758 1.95854 -4.33448
H17 7.46776 2.84137 -4.27215
H18 7.73999 1.58832 -5.48150
H19 6.28116 0.47396 -3.41511
H20 7.47437 1.36138 -2.69232
H21 4.24517 5.66201 -3.02729
H22 4.19894 3.90773 -3.02522
H23 2.89907 2.44618 -1.85475
H24 1.95847 2.56727 -3.34606
H25 0.96051 1.78994 -0.60312
H26 -0.74912 3.09803 -2.08094
H27 -1.25576 1.45119 -1.77804
H28 -0.51150 1.80160 -3.31457
H29 2.44964 0.44546 -2.39408
H30 0.91007 0.08553 -3.14305
H31 1.12367 -1.72869 -1.71972
H32 -0.07822 -1.65970 0.27953
H33 -0.85283 -0.44529 -0.79771
H34 0.24626 0.08123 0.51656
H35 3.39214 -0.44278 -0.73984
H36 2.85370 -2.06097 -0.37050
H37 2.41200 -0.72844 0.71371
H38 4.76342 5.92725 -0.85536
H39 6.94457 4.14290 0.04347
H40 6.17366 4.15550 -2.06595
H41 5.50880 1.91977 -1.64788
H42 3.51242 5.95926 1.35882
H43 4.26618 4.93158 3.22387
H44 6.26884 4.19330 3.73381
H45 6.87246 4.59176 2.14921
H46 6.24582 2.96276 2.50449
H47 1.82571 8.31715 -0.79314
H48 3.34135 7.54098 -0.40154
H49 3.07421 8.31767 -2.00313
H50 0.06579 6.73325 -1.78709
O5 -0.43778 -6.15025 5.80202
P2 -0.77042 -5.17955 4.71996
O6 -2.12867 -4.48349 5.35712
C24 -2.17731 -4.09507 6.72445
C25 -1.35235 -2.85106 6.99421
O7 -1.47890 -6.17591 3.63730
C26 -1.27462 -7.58762 3.68322
C27 -2.39545 -8.25523 4.46120
O8 -0.59650 -4.09335 3.53182
C28 -1.10436 -2.76233 3.46879
C29 -0.04078 -1.73763 3.81748
H51 -1.86386 -4.91019 7.37920
H52 -3.22586 -3.89502 6.95394
H53 -0.30582 -3.00858 6.72002
H54 -1.39592 -2.57927 8.04941
H55 -1.72218 -2.00603 6.41127
H56 -0.30278 -7.83227 4.10894
H57 -1.27030 -7.94284 2.65136
H58 -2.52688 -7.80325 5.44397
H59 -2.19003 -9.31941 4.58809
H60 -3.34570 -8.15147 3.93395
H61 -2.00122 -2.62278 4.06399
H62 -1.40584 -2.61857 2.42901
H63 0.42514 -1.96256 4.77738
H64 -0.47233 -0.73677 3.85858
H65 0.75144 -1.73902 3.06752
O9 -8.87174 -4.94565 2.06091
P3 -8.98264 -6.17315 2.88312
O10 -7.45350 -6.56596 3.28988
C30 -6.51322 -5.55357 3.64250
C31 -6.79456 -4.96384 5.01219
O11 -9.31537 -7.32346 1.78151
C32 -9.71110 -6.98436 0.45135
C33 -8.52002 -6.99975 -0.48468
O12 -9.77659 -7.02091 3.99712
C34 -9.27549 -7.49073 5.24722
C35 -9.70953 -6.59855 6.39596
H66 -6.47767 -4.76586 2.88821
H67 -5.53131 -6.02866 3.64913
H68 -7.79686 -4.52936 5.05619
H69 -6.06964 -4.18679 5.25654
H70 -6.73716 -5.73439 5.78311
H71 -10.21836 -6.02122 0.42916
H72 -10.43711 -7.73682 0.13789
H73 -7.70894 -6.37842 -0.10576
H74 -8.80563 -6.64303 -1.47557
H75 -8.12982 -8.01407 -0.58349
H76 -8.19876 -7.63763 5.24191
H77 -9.71655 -8.48006 5.38107
H78 -9.45161 -5.55684 6.20450
H79 -9.23683 -6.91499 7.32654
H80 -10.79101 -6.64327 6.52810

Forces on the atoms, in the same order (eV/Å):
C 0.0 0.0 0.0
C -0.3 -0.5 -0.5
C -0.5 0.6 0.1
C -0.4 -0.4 0.0
C -0.8 -0.2 -1.5
C 0.8 0.4 0.8
C -1.2 -1.0 0.1
C 0.8 1.0 -0.7
C -0.6 -0.3 0.1
N 0.2 0.5 -0.7
O 0.3 0.3 0.6
C 0.9 0.9 0.1
C -1.3 -0.3 -1.1
O 0.6 -0.2 0.5
C -0.3 -0.7 -0.2
C 0.3 0.1 -1.1
C -0.3 -0.3 0.7
C 0.4 0.3 1.0
C 0.0 -0.4 -0.4
C 0.8 0.0 -0.4
C -0.3 0.0 -0.2
O 0.4 0.3 -0.2
C 0.5 0.1 0.5
P -0.6 -0.9 -0.4
N 0.3 0.4 -0.1
C -0.4 -0.4 -0.4
Br -0.1 -0.2 0.2
C 0.9 0.3 0.5
C -0.1 -0.3 0.3
Br -0.2 0.3 0.0
B 0.2 0.2 -0.1
C -0.5 -0.2 0.5
O 0.1 -0.5 0.5
H 0.1 0.1 -0.1
H 0.0 0.0 0.0
H 0.0 0.0 0.0
H 0.3 -0.1 0.1
H 0.1 0.3 0.5
H 0.2 0.1 -0.1
H 0.1 -0.1 0.0
H 0.2 -0.2 0.1
H 0.1 0.0 0.0
H -0.1 -0.1 0.5
H -0.2 0.0 -0.2
H 0.2 0.1 -0.1
H 0.1 0.3 -0.3
H 0.4 0.1 0.2
H -0.1 -0.4 0.3
H 0.0 -0.1 0.0
H 0.2 -0.1 0.0
H 0.1 -0.1 0.1
H 0.1 -0.2 0.3
H -0.1 -0.3 0.2
H 0.2 -0.2 0.2
H -0.4 -0.3 0.0
H 0.0 0.4 0.2
H 0.0 0.2 0.0
H -0.2 0.0 0.0
H 0.1 0.0 -0.2
H 0.0 0.0 0.0
H 0.1 0.3 -0.1
H 0.0 -0.2 -0.2
H -0.2 0.0 0.1
H 0.0 0.1 -0.1
H -0.2 0.1 0.1
H -0.2 -0.1 0.2
H -0.3 0.0 0.1
H 0.0 0.1 0.1
H 0.0 0.0 0.2
H 0.2 0.0 0.0
H -0.2 0.0 -0.1
H -0.1 0.3 -0.1
H 0.2 0.5 0.3
H -0.1 -0.3 0.1
H 0.0 0.1 -0.1
H -0.2 0.0 -0.1
H 0.0 0.0 0.0
H -0.1 0.0 -0.1
H 0.1 0.1 -0.2
H 0.1 0.1 -0.1
H 0.2 0.1 -0.2
H 0.2 -0.1 0.0
H -0.2 0.4 -0.3
O 3.2 1.6 -0.1
P -7.1 -2.0 -1.0
O 0.8 0.5 -0.1
C -0.1 0.0 0.4
C 0.0 0.1 -0.1
O 1.0 0.1 -0.4
C -0.3 -0.3 0.2
C -0.1 0.0 -0.1
O 1.9 -0.3 1.2
C 0.3 1.0 -0.1
C 0.2 -0.1 -0.1
H 0.1 -0.1 -0.2
H 0.0 0.0 -0.2
H 0.0 -0.1 0.1
H 0.0 0.0 0.0
H 0.0 0.0 0.0
H 0.0 0.1 0.1
H -0.1 0.1 0.0
H 0.2 0.0 0.0
H 0.0 0.0 0.0
H 0.0 0.0 -0.1
H 0.1 -0.4 0.2
H 0.1 -0.2 0.0
H -0.1 0.1 0.1
H 0.0 0.0 0.0
H 0.0 0.0 0.0
O -1.6 1.1 2.2
P 2.8 -3.9 -3.2
O -0.7 0.3 0.5
C 0.5 0.3 0.1
C -0.1 -0.2 0.1
O -0.5 0.3 0.3
C 0.2 0.0 -0.3
C 0.1 -0.1 0.0
O -0.2 1.9 0.1
C -0.2 0.0 0.9
C -0.2 0.1 -0.1
H -0.2 -0.1 -0.1
H -0.1 -0.1 -0.1
H 0.1 0.1 -0.1
H 0.0 0.0 -0.1
H 0.0 0.0 0.0
H 0.1 0.1 0.1
H 0.0 -0.1 0.1
H -0.1 0.1 0.0
H 0.0 0.0 0.0
H 0.0 0.0 0.0
H 0.1 0.2 -0.3
H -0.1 0.0 -0.2
H 0.1 0.0 0.1
H 0.0 0.0 0.0
H 0.0 0.0 0.0

Calculated values
Calculated total energy in hartree: -8590.93983
SMILES: CCCC[C@H](CCCCN)OC[C@@](OC[C@@H](C)CC(C)C)(O[C@H]([PH2]=N)[C@H](Br)[C@H](C)Br)B(C)O.CCOP(=O)(OCC)OCC.CCOP(=O)(OCC)OCC
LUMO level in Ha: 0.0028

---

Entry 2:
Entry from the OMol25 dataset: a cluster of 2 separate species, C5H8N4 in total (ωB97M-V/def2-TZVPD).

Cartesian coordinates (Å):
C1 -0.61404 -2.04983 1.37419
C2 2.08721 -1.74318 1.69782
C3 -1.15927 1.10852 -0.94451
C4 -1.05395 0.65669 0.52004
C5 -0.07300 0.07899 -1.28251
N1 -1.35534 -2.66599 2.01197
N2 1.93718 -2.44345 2.66404
N3 0.07103 -0.20828 0.14953
N4 0.22025 -1.46991 0.56627
H1 2.78498 -1.16365 1.12646
H2 -2.12353 0.92251 -1.40929
H3 -0.86104 2.13949 -1.11035
H4 -0.77473 1.42451 1.24468
H5 -1.91629 0.10285 0.89839
H6 -0.41365 -0.77984 -1.86741
H7 0.84462 0.47343 -1.72377
H8 2.62366 -2.75920 3.33971

Forces on the atoms, in the same order (eV/Å):
C -0.9 -0.2 0.0
C -2.7 -0.4 -0.3
C -0.1 0.2 -0.1
C -0.2 0.1 0.4
C 0.1 -0.3 -0.3
N -0.2 -0.2 0.6
N -0.1 0.2 -0.5
N 0.1 1.2 -0.2
N 3.7 -1.2 0.7
H 0.2 0.3 -0.3
H 0.0 0.0 0.0
H 0.0 0.0 0.0
H -0.1 0.0 0.0
H 0.0 0.0 0.0
H 0.0 0.0 0.1
H -0.1 0.0 -0.1
H 0.1 0.1 -0.1

Calculated values
Calculated total energy in hartree: -414.14999
LUMO level (alpha / beta) in Ha: 0.0082 / 0.0082

---

Entry 3:
Entry from the OMol25 dataset: a structure of composition C32H25BrN5OS4SbSiTc (ωB97M-V/def2-TZVPD).

Cartesian coordinates (Å):
Tc1 -0.18519 -0.05055 -0.08765
C1 -5.86645 0.85338 0.75586
Si1 -5.07490 2.10689 1.87316
C2 -5.70596 1.80683 3.60721
C3 -5.54476 3.82214 1.31598
C4 -3.19715 2.05978 2.00088
C5 -2.58917 2.81819 2.99258
C6 -1.20479 2.84412 3.15552
C7 -0.43476 2.05965 2.32658
N1 -0.99792 1.31104 1.37456
C8 -2.32515 1.32760 1.16970
S1 -2.66594 0.37734 -0.23354
H1 -6.95459 0.92419 0.86597
H2 -5.55561 -0.16381 1.01163
H3 -5.60977 1.02045 -0.29347
H4 -6.80003 1.85335 3.64041
H5 -5.31755 2.54058 4.31962
H6 -5.39846 0.81358 3.94809
H7 -6.63279 3.94002 1.26851
H8 -5.13804 4.01570 0.31878
H9 -5.14876 4.58317 1.99491
H10 -3.20445 3.41514 3.66292
H11 -0.73534 3.45130 3.91610
H12 0.64280 2.01128 2.39849
Br1 -0.08867 -7.55502 -0.02222
C9 0.10177 -6.65918 1.63639
C10 -0.73112 -6.99187 2.68928
C11 -0.57921 -6.34003 3.90481
C12 0.36827 -5.34042 4.06175
C13 1.20738 -5.02755 2.99336
C14 1.07995 -5.68815 1.78148
N2 0.53648 -4.79677 5.38264
N3 0.80123 -3.59302 5.56207
C15 0.77787 -2.65300 4.49545
C16 1.74222 -1.67027 4.55391
C17 1.95983 -0.75339 3.52395
C18 1.15144 -0.77268 2.39378
O1 1.28547 0.04466 1.39764
C19 0.08677 -1.73892 2.35790
N4 -0.69568 -1.67634 1.24076
C20 -1.73340 -2.48060 1.14801
C21 -2.09500 -3.34277 2.19787
C22 -1.32270 -3.41568 3.32004
C23 -0.14168 -2.64407 3.40565
H13 -1.48257 -7.75936 2.56530
H14 -1.21466 -6.59191 4.74573
H15 1.96006 -4.25891 3.10700
H16 1.72833 -5.43726 0.95234
H17 2.38881 -1.66917 5.42516
H18 2.75654 -0.02247 3.57960
H19 -2.29619 -2.42950 0.22703
H20 -2.99519 -3.93716 2.10449
H21 -1.62221 -4.04462 4.14857
S2 0.95576 0.20227 -4.66679
Sb1 1.94844 0.77419 -2.70162
S3 1.75434 -1.05838 -1.12558
S4 0.22735 1.85438 -1.37316
N5 -3.69543 -6.55924 -6.91931
C24 -3.25876 -5.80258 -6.16926
C25 -2.71544 -4.85207 -5.22791
C26 -1.98214 -3.75443 -5.67487
C27 -1.49367 -2.82690 -4.77439
C28 -1.73279 -2.96873 -3.40095
C29 -2.45596 -4.08796 -2.96344
C30 -2.94181 -5.01739 -3.86215
C31 -1.25140 -2.00873 -2.45766
C32 -0.86541 -1.22560 -1.61249
H22 -1.79494 -3.63685 -6.73501
H23 -0.91347 -1.98057 -5.11218
H24 -2.62695 -4.21859 -1.90363
H25 -3.50052 -5.87739 -3.51681

Forces on the atoms, in the same order (eV/Å):
Tc 0.0 0.5 -0.5
C 0.1 -0.2 -0.2
Si 0.1 0.1 0.1
C -0.1 0.0 0.2
C -0.1 0.2 -0.1
C 0.1 -0.1 -0.2
C 0.0 0.0 0.0
C 0.0 0.0 0.0
C -0.1 0.0 -0.1
N -0.1 0.0 0.2
C -0.1 0.2 0.1
S 0.4 -0.1 0.0
H 0.1 0.0 0.0
H -0.1 0.1 0.0
H 0.0 0.0 0.1
H 0.1 0.0 0.0
H 0.0 -0.1 0.0
H 0.0 0.1 0.0
H 0.1 0.0 0.0
H 0.0 0.0 0.1
H 0.0 0.0 -0.1
H 0.1 0.0 0.0
H 0.0 0.0 0.0
H 0.0 0.0 0.0
Br 0.0 0.0 0.0
C -0.1 0.0 0.0
C 0.0 0.0 0.0
C 0.0 -0.1 0.0
C 0.4 -0.5 0.0
C 0.3 -0.3 -0.1
C 0.1 0.1 0.1
N 0.0 0.0 -0.2
N -0.2 0.1 -0.2
C -0.1 0.2 0.1
C 0.2 0.0 0.0
C 0.1 0.0 0.1
C 0.0 0.0 -0.2
O -0.1 0.0 0.2
C 0.0 0.0 -0.1
N -0.1 -0.3 0.4
C 0.2 0.0 0.0
C -0.1 0.0 0.0
C -0.3 0.2 0.0
C -0.2 0.3 0.1
H 0.0 0.0 0.0
H 0.0 0.0 0.0
H 0.0 -0.1 -0.1
H 0.0 0.0 0.0
H 0.0 0.0 0.0
H 0.0 0.0 0.0
H -0.1 0.0 0.0
H 0.0 0.0 0.0
H 0.0 0.2 -0.1
S 0.2 0.0 -0.1
Sb -0.6 -0.4 0.4
S 0.1 0.1 -0.2
S 0.2 0.0 0.0
N 0.0 0.1 0.1
C 0.1 0.1 0.1
C -0.1 -0.1 -0.1
C 0.0 0.1 -0.1
C 0.0 0.0 0.0
C 0.1 0.1 0.1
C 0.0 0.0 0.0
C 0.0 0.0 0.0
C -0.3 -0.1 -0.1
C 0.1 -0.1 0.0
H 0.0 0.0 0.0
H 0.0 0.0 0.0
H 0.0 0.0 0.0
H 0.0 0.0 0.0

Calculated values
Calculated total energy in hartree: -6360.87770
Expectation value of S²: 2.027
Total charge: -1
2S+1: 3
LUMO level (alpha / beta) in Ha: 0.0576 / 0.0154

---

Entry 4:
Entry from the OMol25 dataset: the molecule C9H10N2O3S (ωB97M-V/def2-TZVPD).

Cartesian coordinates (Å):
O1 -3.29099 -1.28801 -3.45755
O2 -1.03527 2.13880 -2.00577
O3 -0.38962 1.05716 3.57424
S1 2.31046 -0.42248 -0.39878
C1 -2.30563 -0.86916 -2.86279
C2 -1.11552 0.93178 -2.02705
C3 -1.45291 -1.80618 -2.15388
C4 -0.35124 -1.31636 -1.45840
C5 1.17297 0.24278 1.84649
C6 0.40824 0.88567 0.88855
N1 -2.00478 0.44676 -2.92404
N2 -0.22692 0.10763 -1.34384
C7 0.80293 0.28138 3.32098
C8 2.36554 -0.55272 1.40583
C9 0.84151 0.70797 -0.52434
H1 -0.15131 1.99408 3.43098
H2 -1.71944 -2.89337 -2.15537
H3 0.34823 -2.04378 -1.00355
H4 -0.51590 1.38384 1.05192
H5 -2.71635 1.04143 -3.19676
H6 0.58759 -0.72423 3.67578
H7 1.65828 0.70779 3.84938
H8 3.25029 -0.07672 1.72977
H9 2.36056 -1.61193 1.70930
H10 1.16929 1.67787 -0.97112

Forces on the atoms, in the same order (eV/Å):
O -0.1 0.2 0.0
O 0.6 1.1 1.3
O 1.1 0.1 -0.2
S 0.2 0.4 -0.8
C -2.2 -2.7 -1.4
C 1.5 2.1 -0.6
C 2.5 0.3 1.6
C -2.7 -0.3 -1.1
C -2.6 1.2 -0.9
C 2.3 -2.0 1.7
N 1.9 -2.8 1.7
N 0.1 -2.2 -0.5
C -0.6 0.8 -0.7
C -1.4 -0.1 -0.8
C 0.9 0.2 0.0
H -0.2 -0.6 0.1
H 0.4 1.4 -0.3
H -0.4 1.3 0.0
H -0.5 0.5 0.4
H -1.4 1.5 -0.8
H 0.1 0.0 0.1
H 0.0 -0.2 0.3
H 1.2 0.3 0.5
H -0.1 0.4 0.1
H -0.5 -0.9 0.0

Calculated values
Calculated total energy in hartree: -1082.36003
SMILES: O=c1ccn([C@H]2C=C(CO)CS2)c(=O)[nH]1
LUMO level in Ha: 0.0123